[1]
{"formula": "C5H9N3", "method": "ωB97M-V/def2-TZVPD", "elements": ["C", "C", "C", "C", "C", "H", "H", "H", "H", "H", "H", "H", "H", "H", "N", "N", "N"], "xyz": [[2.032, -0.461, -0.163], [0.232, 1.066, 0.088], [-0.835, 0.481, 1.058], [-1.494, -0.939, -0.582], [-1.055, 1.249, -0.359], [2.630, -1.097, -0.860], [1.684, -1.292, 0.687], [2.784, 0.111, 0.609], [0.603, -0.250, -1.558], [1.030, 2.015, 0.136], [-0.777, 0.818, 2.094], [-1.749, -1.274, 1.569], [-1.831, -1.948, -0.959], [-1.567, 2.131, -0.550], [0.916, 0.196, -0.760], [-0.965, -0.913, 0.679], [-1.637, 0.109, -1.129]], "nbo_charge": [-0.417, -0.092, -0.140, 0.239, -0.086, 0.208, 0.153, 0.191, 0.397, 0.229, 0.239, 0.389, 0.192, 0.223, -0.663, -0.614, -0.447], "largest_force_ev_per_a": 8.04, "homo_ev": -7.9, "spin_multiplicity": 1, "smiles": "CN[C@H]1[C@H]2N=CN[C@H]21", "e_lumo_ev": 0.79}

---

[2]
{"formula": "C5H9N3", "method": "ωB97M-V/def2-TZVPD", "elements": ["C", "C", "C", "C", "C", "H", "H", "H", "H", "H", "H", "H", "H", "H", "N", "N", "N"], "xyz": [[0.711, -1.533, 1.159], [0.843, 0.893, 0.306], [-0.674, 0.922, 0.429], [-0.668, -0.195, -1.591], [0.149, 1.654, -0.855], [0.817, -2.686, 0.726], [-0.464, -1.111, 1.453], [1.567, -1.361, 2.040], [0.761, -0.886, -0.652], [1.363, 1.235, 1.226], [-1.146, 1.257, 1.354], [-2.679, 0.333, -0.214], [-0.684, -1.269, -2.350], [0.223, 2.827, -1.082], [1.202, -0.552, 0.175], [-1.400, -0.333, -0.278], [0.079, 0.807, -1.845]], "nbo_charge": [-0.448, -0.114, -0.155, 0.203, -0.048, 0.227, 0.207, 0.193, 0.350, 0.241, 0.231, 0.394, 0.221, 0.243, -0.635, -0.658, -0.452], "largest_force_ev_per_a": 6.53, "homo_ev": -8.2, "spin_multiplicity": 1, "e_lumo_ev": 0.06}

---

[3]
{"formula": "C5H9N3", "method": "ωB97M-V/def2-TZVPD", "elements": ["C", "C", "C", "C", "C", "H", "H", "H", "H", "H", "H", "H", "H", "H", "N", "N", "N"], "xyz": [[2.490, -0.685, -0.126], [1.126, -0.071, -0.019], [-1.121, -0.516, 0.131], [-2.137, -1.323, -0.382], [-1.349, 0.874, 0.597], [2.756, -0.630, -1.166], [3.413, -0.138, 0.441], [2.310, -1.756, 0.230], [-2.243, -2.487, -0.721], [-3.080, -0.709, -0.360], [-2.230, 1.437, 0.206], [-0.868, 0.761, 1.633], [-0.903, 1.569, -1.270], [1.352, 1.823, 0.766], [0.271, -1.109, 0.543], [-0.560, 1.643, -0.281], [0.773, 1.315, -0.221]], "nbo_charge": [-0.681, 0.425, 0.102, -0.463, -0.326, 0.235, 0.219, 0.270, 0.235, 0.191, 0.241, 0.227, 0.367, 0.370, -0.490, -0.446, -0.478], "largest_force_ev_per_a": 8.35, "homo_ev": -8.6, "spin_multiplicity": 1, "smiles": "C=C1CNNC(C)=N1", "e_lumo_ev": 0.35}

---

[4]
{"formula": "C5H9N3O2", "method": "ωB97M-V/def2-TZVPD", "elements": ["C", "C", "C", "C", "C", "H", "H", "H", "H", "H", "H", "H", "H", "H", "N", "N", "N", "O", "O"], "xyz": [[-2.549, -0.654, 0.297], [0.779, 1.312, -0.243], [2.187, 1.252, 0.154], [2.873, 0.074, 0.246], [0.849, -1.270, -0.232], [-3.397, 1.098, -0.100], [-1.693, 1.369, 0.451], [-1.699, -1.090, 0.805], [-3.435, -0.730, 1.087], [-2.963, -1.430, -0.456], [-0.783, -0.039, -0.949], [2.547, 2.374, 0.167], [4.043, 0.095, 0.250], [2.779, -2.039, 0.103], [-2.471, 0.645, -0.119], [0.176, 0.056, -0.404], [2.260, -1.132, -0.007], [0.213, 2.417, -0.493], [0.285, -2.308, -0.556]], "nbo_charge": [-0.427, 0.622, -0.386, 0.048, 0.803, 0.378, 0.398, 0.211, 0.151, 0.189, 0.481, 0.266, 0.237, 0.434, -0.885, -0.697, -0.624, -0.617, -0.583], "largest_force_ev_per_a": 6.60, "homo_ev": -8.8, "spin_multiplicity": 1, "smiles": "O=c1cc[nH]c(=O)[nH]1.CN", "e_lumo_ev": 0.43}